Below is a structure of composition C39H36AuFN4OS3 in a non-equilibrium geometry, with properties calculated with the ωB97M-V functional and the def2-TZVPD basis.

Cartesian coordinates (Å):
Au1 1.732 -2.682 1.935
N1 1.580 -0.697 2.064
S1 2.036 0.072 0.884
N2 1.318 1.432 0.567
S2 -0.140 1.857 0.044
N3 -1.408 1.218 0.382
S3 -2.131 -1.124 -0.261
N4 -1.607 -1.786 1.177
C1 -3.900 -1.081 0.142
C2 -4.650 -2.247 0.258
C3 -5.943 -2.169 0.750
C4 -6.477 -0.941 1.133
C5 -5.711 0.211 1.035
C6 -4.416 0.149 0.535
C7 -2.046 -2.697 -1.131
C8 -1.163 -3.693 -0.736
C9 -0.978 -4.802 -1.556
C10 -1.660 -4.901 -2.760
C11 -2.548 -3.899 -3.145
C12 -2.734 -2.789 -2.337
C13 0.179 2.049 -1.735
C14 -0.757 1.606 -2.648
C15 -0.471 1.680 -4.005
C16 0.748 2.190 -4.431
C17 1.685 2.639 -3.505
C18 1.400 2.575 -2.150
C19 -0.066 3.586 0.552
C20 -0.746 4.540 -0.187
C21 -0.812 5.843 0.285
C22 -0.207 6.180 1.488
C23 0.490 5.220 2.213
C24 0.558 3.915 1.748
C25 3.706 0.705 1.095
C26 4.402 1.285 0.041
C27 5.694 1.738 0.253
C28 6.279 1.611 1.509
C29 5.575 1.021 2.552
C30 4.281 0.560 2.342
C31 2.207 -0.848 -0.657
C32 1.111 -0.923 -1.497
C33 1.172 -1.689 -2.651
C34 2.330 -2.395 -2.946
C35 3.423 -2.331 -2.088
C36 3.370 -1.555 -0.943
H1 -4.223 -3.205 -0.012
H2 -6.531 -3.074 0.848
H3 -7.487 -0.889 1.522
H4 -6.120 1.162 1.355
H5 -3.780 1.026 0.477
H6 -0.628 -3.610 0.203
H7 -0.290 -5.578 -1.242
H8 -1.510 -5.761 -3.403
H9 -3.093 -3.982 -4.078
H10 -3.425 -2.004 -2.631
H11 -1.697 1.199 -2.285
H12 -1.192 1.339 -4.737
H13 0.970 2.244 -5.490
H14 2.636 3.032 -3.846
H15 2.106 2.909 -1.399
H16 -1.226 4.263 -1.119
H17 -1.341 6.597 -0.285
H18 -0.296 7.189 1.871
H19 0.975 5.487 3.144
H20 1.089 3.143 2.292
H21 3.942 1.361 -0.939
H22 6.250 2.191 -0.560
H23 7.289 1.966 1.671
H24 6.036 0.914 3.526
H25 3.711 0.066 3.122
H26 0.209 -0.391 -1.236
H27 0.315 -1.735 -3.313
H28 2.376 -3.006 -3.839
H29 4.321 -2.893 -2.314
H30 4.217 -1.512 -0.271
F1 1.824 -4.654 1.768
C37 -1.457 -2.486 3.703
C38 -1.128 -1.118 3.276
C39 -0.564 -0.073 4.153
O1 -1.211 -0.794 2.076
H31 -1.534 -2.557 4.785
H32 -0.670 -3.160 3.344
H33 -2.384 -2.800 3.218
H34 -0.702 -0.311 5.205
H35 -0.989 0.901 3.909
H36 0.507 -0.032 3.920

Values from the calculation:
Charge: 0
Orbital gap in Eh: 0.30286
HOMO energy in eV: -7.79


Below is a cluster of 6 separate species, C21H34O16 in total in a non-equilibrium geometry, with properties calculated with the ωB97M-V functional and the def2-TZVPD basis.

Cartesian coordinates (Å):
C1 -0.754 0.062 -0.341
O1 0.638 -0.158 -0.157
H1 -1.009 -0.302 -1.353
H2 -1.386 -0.506 0.398
H3 -0.992 1.129 -0.418
H4 1.004 0.688 0.162
C2 0.822 0.981 3.791
C3 -0.580 1.284 3.240
C4 -1.668 1.385 4.316
O2 -2.306 2.693 3.981
C5 -1.503 3.353 3.108
O3 -1.792 4.469 2.738
O4 -0.524 2.618 2.633
H5 0.714 -0.074 4.055
H6 1.102 1.457 4.725
H7 1.616 1.121 3.024
H8 -0.840 0.623 2.409
H9 -1.248 1.430 5.333
H10 -2.416 0.602 4.215
C6 1.596 6.707 0.336
C7 0.570 5.613 0.540
C8 -0.061 5.182 -0.800
O5 0.247 3.735 -0.849
C9 1.111 3.365 0.167
O6 1.700 2.329 0.238
O7 1.244 4.462 1.029
H11 2.413 6.272 -0.272
H12 1.861 7.068 1.304
H13 1.178 7.457 -0.262
H14 -0.201 5.903 1.253
H15 0.344 5.641 -1.678
H16 -1.121 5.311 -0.832
C10 -3.269 -4.076 -0.115
C11 -3.935 -3.561 1.156
C12 -3.894 -4.454 2.370
O8 -2.772 -3.872 3.161
C13 -2.411 -2.657 2.670
O9 -1.523 -2.007 3.174
O10 -3.160 -2.362 1.633
H17 -3.915 -4.888 -0.506
H18 -2.225 -4.264 -0.063
H19 -3.427 -3.313 -0.874
H20 -4.914 -3.134 1.039
H21 -3.636 -5.555 2.204
H22 -4.779 -4.419 2.958
C14 3.704 -2.116 -0.154
C15 2.533 -3.026 -0.391
C16 1.501 -3.168 0.718
O11 0.235 -3.366 0.002
C17 0.400 -2.941 -1.273
O12 -0.540 -2.751 -2.052
O13 1.670 -2.587 -1.527
H23 4.489 -2.696 0.395
H24 3.392 -1.191 0.181
H25 4.222 -2.043 -1.121
H26 2.991 -4.042 -0.667
H27 1.422 -2.344 1.440
H28 1.629 -4.087 1.278
C18 1.490 0.446 -3.339
C19 1.547 -0.666 -4.340
C20 0.284 -1.229 -5.023
O14 0.813 -1.666 -6.275
C21 1.847 -0.896 -6.600
O15 2.245 -0.807 -7.708
O16 2.228 -0.156 -5.508
H29 0.940 1.295 -3.653
H30 2.514 0.784 -3.187
H31 1.159 0.172 -2.364
H32 2.034 -1.577 -3.989
H33 -0.591 -0.592 -5.206
H34 -0.056 -2.092 -4.479

Values from the calculation:
Charge: 0
Orbital gap in Eh: 0.38651
HOMO energy in eV: -10.06
SMILES: C[C@H]1COC(=O)O1.C[C@H]1COC(=O)O1.C[C@H]1COC(=O)O1.C[C@H]1COC(=O)O1.C[C@H]1COC(=O)O1.CO


Below is a structure of composition C48H46N4O3OsTe, with properties calculated with the ωB97M-V functional and the def2-TZVPD basis.

Cartesian coordinates (Å):
Os1 -0.159 -0.803 -0.052
C1 -2.847 1.623 -2.686
O1 -2.190 2.535 -1.747
C2 -1.324 1.812 -1.077
N1 -1.176 0.580 -1.411
C3 -1.942 0.382 -2.680
C4 -2.610 -0.963 -2.825
C5 -3.902 -1.075 -3.330
C6 -4.449 -2.326 -3.597
C7 -3.704 -3.476 -3.382
C8 -2.409 -3.376 -2.890
C9 -1.873 -2.128 -2.617
C10 -0.458 2.419 -0.055
C11 -0.379 3.761 0.280
C12 0.647 4.144 1.138
C13 1.552 3.198 1.605
C14 1.370 1.883 1.216
N2 0.381 1.519 0.422
C15 2.222 0.722 1.545
N3 1.860 -0.447 1.193
C16 2.907 -1.394 1.603
C17 3.991 -0.453 2.199
O2 3.363 0.879 2.173
C18 3.416 -2.254 0.469
C19 3.020 -2.074 -0.849
C20 3.540 -2.867 -1.864
C21 4.471 -3.847 -1.565
C22 4.877 -4.032 -0.250
C23 4.351 -3.240 0.760
H1 -2.893 2.119 -3.649
H2 -3.851 1.433 -2.316
H3 -1.226 0.471 -3.500
H4 -4.489 -0.190 -3.547
H5 -5.453 -2.397 -3.998
H6 -4.115 -4.447 -3.633
H7 -1.810 -4.267 -2.749
H8 -0.832 -2.070 -2.320
H9 -1.078 4.475 -0.135
H10 0.757 5.182 1.420
H11 2.386 3.475 2.238
H12 2.483 -2.038 2.376
H13 4.884 -0.404 1.583
H14 4.261 -0.679 3.224
H15 2.328 -1.278 -1.107
H16 3.236 -2.709 -2.891
H17 4.889 -4.455 -2.355
H18 5.609 -4.794 -0.013
H19 4.667 -3.397 1.788
C24 -9.757 0.635 3.536
C25 -8.398 0.242 3.130
C26 -8.172 -0.908 2.338
C27 -6.914 -1.253 1.940
C28 -6.713 -2.462 1.077
C29 -5.794 -0.437 2.396
Te1 -3.792 -0.996 1.724
N4 -1.311 -0.953 1.537
C30 -0.636 -2.034 1.956
O3 0.078 -2.559 0.999
C31 -0.533 -2.536 3.324
C32 0.072 -3.774 3.550
C33 0.225 -4.233 4.847
C34 -0.209 -3.454 5.914
C35 -0.793 -2.212 5.691
C36 -0.957 -1.752 4.396
C37 -3.692 -2.794 2.777
C38 -3.979 -2.814 4.150
C39 -4.410 -1.602 4.941
C40 -3.866 -4.030 4.805
C41 -3.474 -5.193 4.148
C42 -3.361 -6.499 4.877
C43 -3.189 -5.120 2.785
C44 -3.283 -3.938 2.071
C45 -2.928 -3.942 0.606
C46 -5.996 0.752 3.160
C47 -4.872 1.645 3.625
C48 -7.275 1.053 3.531
H20 -10.528 0.031 3.067
H21 -9.932 1.696 3.327
H22 -9.845 0.536 4.629
H23 -9.018 -1.508 2.023
H24 -7.660 -2.811 0.673
H25 -6.271 -3.275 1.661
H26 -6.045 -2.254 0.238
H27 0.408 -4.363 2.704
H28 0.692 -5.191 5.031
H29 -0.082 -3.814 6.928
H30 -1.098 -1.599 6.530
H31 -1.381 -0.772 4.203
H32 -3.956 -0.683 4.568
H33 -4.123 -1.707 5.986
H34 -5.498 -1.485 4.916
H35 -4.080 -4.069 5.868
H36 -3.466 -6.375 5.953
H37 -2.403 -6.977 4.669
H38 -4.137 -7.188 4.538
H39 -2.884 -6.022 2.263
H40 -3.165 -4.907 0.161
H41 -1.857 -3.773 0.468
H42 -3.460 -3.182 0.031
H43 -3.936 1.449 3.107
H44 -4.696 1.509 4.693
H45 -5.126 2.693 3.469
H46 -7.457 1.928 4.148

Values from the calculation:
Charge: +3
Orbital gap (spin up / spin down) in Eh: 0.26537 / 0.14328
Multiplicity: 6
HOMO energy (spin up / spin down) in eV: -15.11 / -15.11


Below is a structure of composition C38H36N8O4SeSr in a non-equilibrium geometry, with properties calculated with the ωB97M-V functional and the def2-TZVPD basis.

Cartesian coordinates (Å):
Sr1 0.200 0.375 0.906
O1 4.432 2.341 1.420
C1 4.893 1.726 0.322
C2 6.281 1.545 0.256
C3 6.850 0.961 -0.855
C4 6.058 0.547 -1.926
C5 4.692 0.718 -1.854
C6 4.076 1.296 -0.741
C7 2.590 1.359 -0.646
O2 2.072 1.756 0.458
N1 1.948 0.999 -1.753
N2 0.611 0.663 -1.562
C8 -0.161 0.803 -2.559
C9 -1.581 0.352 -2.502
C10 -2.398 0.708 -3.571
C11 -3.712 0.279 -3.595
C12 -4.164 -0.509 -2.552
C13 -3.277 -0.816 -1.534
N3 -2.013 -0.402 -1.475
H1 3.451 2.377 1.324
H2 6.877 1.885 1.091
H3 7.925 0.835 -0.891
H4 6.510 0.096 -2.798
H5 4.053 0.386 -2.660
H6 0.196 1.270 -3.478
H7 -1.994 1.310 -4.373
H8 -4.363 0.543 -4.418
H9 -5.172 -0.895 -2.523
H10 -3.603 -1.462 -0.725
O3 0.877 0.003 2.970
C14 2.043 -0.132 3.530
C15 2.276 0.377 4.825
C16 3.497 0.261 5.447
C17 4.562 -0.381 4.816
C18 4.357 -0.889 3.550
C19 3.132 -0.782 2.884
C20 3.036 -1.338 1.512
N4 1.975 -1.424 0.720
C21 2.407 -2.017 -0.451
C22 3.730 -2.293 -0.374
N5 4.114 -1.863 0.875
H11 1.447 0.871 5.314
H12 3.629 0.674 6.440
H13 5.524 -0.478 5.299
H14 5.191 -1.390 3.074
H15 1.732 -2.169 -1.275
H16 4.422 -2.729 -1.070
H17 5.054 -1.856 1.226
O4 -2.218 -0.128 1.579
C23 -3.274 0.844 1.528
C24 -3.194 1.677 2.787
C25 -1.843 2.364 3.030
C26 -1.466 3.356 1.956
C27 -1.794 4.701 2.081
C28 -1.447 5.578 1.070
C29 -0.772 5.091 -0.037
C30 -0.478 3.742 -0.081
N6 -0.823 2.883 0.880
H18 -2.322 -0.742 0.839
H19 -4.237 0.329 1.470
H20 -3.156 1.456 0.628
H21 -3.414 1.041 3.646
H22 -3.987 2.431 2.735
H23 -1.066 1.604 3.156
H24 -1.895 2.894 3.983
H25 -2.304 5.045 2.969
H26 -1.688 6.630 1.152
H27 -0.463 5.739 -0.844
H28 0.077 3.320 -0.910
C31 0.495 -3.415 -3.810
N7 0.903 -4.195 -2.660
C32 0.127 -4.492 -1.587
Se1 -1.656 -4.106 -1.334
N8 0.920 -5.179 -0.729
C33 2.193 -5.344 -1.245
C34 3.330 -5.960 -0.757
C35 4.458 -5.918 -1.563
C36 4.446 -5.280 -2.808
C37 3.302 -4.660 -3.292
C38 2.180 -4.710 -2.484
H29 -0.535 -3.104 -3.647
H30 0.560 -4.018 -4.716
H31 1.140 -2.540 -3.901
H32 0.572 -5.492 0.161
H33 3.344 -6.445 0.209
H34 5.369 -6.388 -1.220
H35 5.347 -5.269 -3.405
H36 3.289 -4.163 -4.251

Values from the calculation:
Charge: 0
Orbital gap in Eh: 0.24427
HOMO energy in eV: -6.72


Below is a structure of composition C25H30BrInN2O2S4, with properties calculated with the ωB97M-V functional and the def2-TZVPD basis.

Cartesian coordinates (Å):
In1 -0.815 -0.123 0.148
C1 -0.351 3.215 -1.389
C2 -0.002 3.459 0.068
S1 -0.922 2.421 1.231
C3 -2.583 3.151 1.074
C4 -3.583 2.391 1.931
S2 -3.615 0.608 1.634
C5 -4.207 0.551 -0.073
C6 -4.156 -0.875 -0.576
S3 -2.509 -1.664 -0.601
C7 -1.405 -0.113 -3.483
C8 -0.998 1.353 -3.364
S4 0.039 1.512 -1.873
H1 0.235 3.887 -2.017
H2 -1.406 3.405 -1.582
H3 -0.198 4.497 0.334
H4 1.049 3.256 0.256
H5 -2.883 3.158 0.027
H6 -2.504 4.183 1.415
H7 -4.578 2.811 1.782
H8 -3.342 2.504 2.989
H9 -3.588 1.192 -0.709
H10 -5.234 0.916 -0.104
H11 -4.540 -0.893 -1.596
H12 -4.800 -1.514 0.027
H13 -2.351 -0.287 -2.973
H14 -1.513 -0.423 -4.519
H15 -1.876 1.989 -3.262
H16 -0.406 1.708 -4.206
Br1 3.651 -4.467 -5.355
C9 2.381 -3.316 -4.576
C10 1.697 -2.394 -5.354
C11 0.747 -1.560 -4.784
C12 0.485 -1.630 -3.426
O1 -0.461 -0.911 -2.782
C13 1.204 -2.518 -2.612
C14 1.162 -2.635 -1.166
N1 0.872 -1.815 -0.205
C15 1.358 -2.232 1.078
C16 2.478 -3.022 1.217
C17 2.930 -3.481 2.466
C18 2.286 -3.109 3.607
C19 1.203 -2.207 3.528
C20 0.578 -1.711 4.691
C21 -0.408 -0.772 4.587
C22 -0.768 -0.333 3.310
N2 -0.233 -0.803 2.201
C23 0.746 -1.748 2.268
C24 2.124 -3.383 -3.223
H17 1.897 -2.332 -6.415
H18 0.222 -0.866 -5.423
H19 1.565 -3.600 -0.867
H20 3.067 -3.301 0.354
H21 3.797 -4.125 2.505
H22 2.612 -3.458 4.578
H23 0.906 -2.074 5.657
H24 -0.902 -0.356 5.452
H25 -1.526 0.428 3.199
H26 2.660 -4.106 -2.620
C25 2.365 1.381 1.762
O2 1.649 0.829 0.647
H27 3.055 2.160 1.437
H28 2.921 0.607 2.292
H29 1.622 1.803 2.436
H30 2.250 0.323 0.089

Values from the calculation:
Charge: +2
Orbital gap in Eh: 0.27114
HOMO energy in eV: -13.45


Below is a cluster of 2 separate species, C2HClO4 in total in a non-equilibrium geometry, with properties calculated with the ωB97M-V functional and the def2-TZVPD basis.

Cartesian coordinates (Å):
C1 1.599 -0.098 0.533
C2 -1.777 1.003 0.453
O1 1.933 0.256 1.534
O2 1.450 -0.462 -0.583
O3 0.521 -1.219 -1.205
O4 -0.971 0.046 0.652
Cl1 -2.072 0.957 -1.278
H1 -0.684 -0.482 -0.107

Values from the calculation:
Charge: 0
Orbital gap in Eh: 0.34360
HOMO energy in eV: -9.66


Below is the ion C3H8N2 with charge +1 in a non-equilibrium geometry, with properties calculated with the ωB97M-V functional and the def2-TZVPD basis.

Cartesian coordinates (Å):
C1 -1.150 1.574 0.809
C2 -0.181 0.436 0.562
N1 1.462 -1.538 -0.693
C3 0.244 -1.138 -1.193
N2 -0.513 -0.189 -0.740
H1 -0.831 2.440 0.227
H2 -1.248 1.845 1.857
H3 -2.164 1.355 0.474
H4 -0.211 -0.358 1.321
H5 0.863 0.761 0.607
H6 1.650 -1.548 0.308
H7 2.019 -2.035 -1.382
H8 0.060 -1.604 -2.157

Values from the calculation:
Charge: +1
Orbital gap (spin up / spin down) in Eh: 0.44093 / 0.27104
Multiplicity: 2
HOMO energy (spin up / spin down) in eV: -16.32 / -16.15